[1]
C8H7NO3S | ωB97M-V/def2-TZVPD

```
20
Properties=species:S:1:pos:R:3:forces:R:3
C -3.46672 -0.25017 -0.53006 4.45 2.12 0.15
C -2.73172 1.01623 -0.69812 -2.79 0.50 0.09
C -2.67882 -1.31404 -0.15698 0.61 1.13 0.81
C -1.38444 1.12753 -0.40382 -2.00 -1.42 1.01
C -1.35611 -1.17635 0.21744 0.45 -0.80 -1.07
C -0.71387 0.02077 0.14085 0.83 0.99 -1.26
C 3.37044 -0.05455 0.79061 0.63 -1.12 -0.27
C 0.67834 0.22024 0.37027 2.57 -1.94 0.48
N 3.75685 0.96703 -0.10127 1.19 0.06 1.63
O 3.00225 1.28276 -0.98375 -0.77 0.95 -1.57
O 4.82279 1.53599 0.16483 -0.60 -0.49 -0.45
O 1.73854 -2.30438 0.78478 0.35 0.66 -0.31
S 1.93965 -0.91149 0.38087 -1.50 1.52 0.85
H -4.48432 -0.33034 -0.59130 -2.37 0.02 -0.52
H -3.37100 1.97386 -0.92546 1.49 -1.99 0.23
H -2.94365 -2.27233 0.11648 -1.80 -1.93 -0.22
H -0.88886 2.03320 -0.29572 0.60 1.77 -0.53
H -0.79152 -2.08851 0.30861 0.15 -0.13 0.79
H 4.24161 -0.61483 1.12122 -0.57 -0.14 0.33
H 1.26056 1.13938 0.29050 -0.91 0.23 -0.15
```
Positions in Å, forces in eV/Å.

**DFT total energy**: -26869.482 eV
**SMILES**: O=[N+]([O-])C=S(=O)=Cc1ccccc1
**Relative energy (zero: lowest compared OMol25 entry of this formula, charge and spin)**: 616.17 kJ/mol
**Kohn-Sham gap (spin up / spin down)**: 6.4 / 6.5 eV
**Spin multiplicity**: 1
**E_HOMO (spin up / spin down)**: -8.495 / -8.555 eV
**E_LUMO (spin up / spin down)**: -0.0757 / -0.0745 hartree



[2]
C8H7NO5 | ωB97M-V/def2-TZVPD

```
21
Properties=species:S:1:pos:R:3:forces:R:3
O 1.19254 2.44148 -2.88182 -0.67 -0.50 0.12
C 0.31949 1.85221 -2.30526 1.01 -0.40 0.01
N -1.09927 1.92155 -2.61201 0.25 0.39 0.45
C -1.71818 1.78280 -1.29283 -0.64 -0.47 0.43
O -2.78238 2.25589 -0.99790 0.76 -0.40 -0.22
C -0.77056 0.95463 -0.46021 -0.05 0.68 -0.80
C -0.94661 0.26057 0.71239 -0.71 0.75 0.28
O -2.17247 0.28415 1.33094 0.11 -0.38 0.31
C 0.12308 -0.42027 1.23689 -0.33 0.14 0.36
C 1.33356 -0.41508 0.57627 0.44 -0.85 0.44
O 2.35310 -1.14093 1.14792 0.46 0.21 -0.16
C 1.53783 0.27404 -0.59623 0.76 0.30 -0.46
C 0.46903 0.96278 -1.08543 -0.99 0.85 -0.63
H -1.30158 1.03278 -3.07413 -0.24 0.30 -0.44
H -2.24116 1.08654 1.85863 -0.16 0.07 -0.09
H 0.01778 -0.95532 2.16300 0.00 -0.03 -0.01
H 2.32951 -2.03687 0.79689 -0.07 -0.09 0.17
H 2.48627 0.28560 -1.11939 0.05 -0.08 0.20
O 0.33096 -3.10157 2.08041 0.06 -0.58 0.03
H 0.55350 -3.47501 2.94050 0.05 0.04 0.00
H -0.01442 -3.84999 1.58138 -0.09 0.03 0.01
```
Positions in Å, forces in eV/Å.

**DFT total energy**: -20136.338 eV
**SMILES**: O=C1NC(=O)c2c(O)cc(O)cc21.O
**Relative energy (zero: lowest compared OMol25 entry of this formula, charge and spin)**: 0.00 kJ/mol
**Kohn-Sham gap**: 9.7 eV
**Spin multiplicity**: 1
**E_HOMO**: -9.741 eV
**E_LUMO**: -0.0012 hartree



Here are the calculated molecular weight numbers, same order: 197.22; 197.15 (g/mol).